Entry from OMol25: a structure of composition C36H43N5S2V (ωB97M-V/def2-TZVPD).

XYZ file:
```
87
Properties=species:S:1:pos:R:3:forces:R:3
V -1.089007 -0.403919 0.019412 -0.15 -0.05 0.56
C -3.731563 -2.093006 2.716891 -0.03 -0.03 0.00
C -2.841935 -0.889211 2.825998 -0.02 0.07 0.08
C -1.979195 -0.719403 3.900666 0.02 -0.03 -0.03
C -1.142319 0.387045 3.991282 0.01 0.01 0.01
C -1.168033 1.362000 3.010034 -0.05 0.03 0.03
C -2.058399 1.233244 1.945045 0.09 -0.05 -0.15
C -2.884223 0.114469 1.853073 -0.04 0.02 -0.01
H -3.660243 -2.540480 1.723573 0.02 0.01 0.00
H -4.774974 -1.815994 2.881839 0.00 0.00 -0.01
H -3.465345 -2.845697 3.459044 0.00 0.00 0.00
H -1.940146 -1.480793 4.670042 0.00 0.01 0.01
H -0.451906 0.469038 4.821971 0.00 0.00 0.00
H -0.519662 2.226297 3.072140 0.01 0.00 0.00
H -2.120103 2.009276 1.188504 0.02 0.00 -0.01
H -3.585709 0.035551 1.028405 0.00 -0.02 0.00
S -2.774671 1.011237 -3.854184 -0.03 -0.01 -0.02
C -3.723048 1.825380 -2.673373 0.01 0.00 0.05
C -3.307516 1.561079 -1.405933 -0.07 0.04 -0.02
C -2.179466 0.679126 -1.316765 -0.02 0.10 -0.18
C -1.803297 0.302621 -2.601722 -0.13 0.17 0.08
C -0.647243 -0.498509 -2.796071 0.23 -0.11 0.05
C -0.149463 -0.955558 -4.025253 -0.10 0.07 -0.11
C 1.022654 -1.662686 -4.084255 0.05 -0.02 0.17
C 1.701542 -1.931859 -2.880600 0.02 -0.02 -0.08
C 1.156164 -1.501616 -1.703422 -0.02 0.00 0.16
N 0.006888 -0.789425 -1.620599 -0.02 -0.05 -0.37
H -4.541772 2.457253 -2.981749 0.00 0.00 -0.02
H -3.803547 2.000169 -0.547034 -0.02 0.02 -0.02
H -0.707375 -0.729256 -4.925923 0.00 0.00 0.01
H 1.414021 -2.014433 -5.029074 -0.01 0.00 -0.02
H 2.627282 -2.490148 -2.866879 0.00 0.00 0.00
H 1.624870 -1.725892 -0.753102 0.03 -0.03 -0.04
C 0.450521 -4.946538 3.776021 0.04 -0.04 0.00
C -0.142341 -3.539823 3.840141 -0.09 0.05 0.06
C 0.859514 -2.431594 3.589212 0.09 0.02 0.02
C 1.756709 -2.176793 4.623442 -0.01 -0.01 -0.01
C 2.656183 -1.128488 4.571794 -0.01 -0.02 0.00
C 2.644053 -0.293804 3.468259 0.00 0.01 -0.03
C 1.770066 -0.507284 2.410717 0.05 0.05 0.03
C 1.775985 0.497917 1.283952 -0.16 -0.15 0.10
C 3.070202 0.557007 0.482628 0.01 0.01 -0.01
C 0.891770 -1.605387 2.446202 -0.01 0.01 0.02
N -0.023895 -1.781554 1.378087 0.11 -0.07 0.03
C -0.300104 -2.998118 0.989835 -0.08 -0.06 -0.07
C -1.359025 -3.232735 0.088209 0.02 0.08 0.22
C -1.897887 -4.402001 -0.462032 0.00 -0.04 -0.10
C -2.967523 -3.996386 -1.257138 -0.02 -0.06 0.06
C -3.029451 -2.598795 -1.167899 0.05 0.09 -0.02
N -2.078954 -2.135835 -0.346040 0.03 -0.09 -0.19
H -0.313775 -5.698348 3.976821 0.00 0.00 0.00
H 1.241692 -5.064799 4.518046 0.00 0.01 0.00
H 0.893308 -5.167750 2.803715 -0.01 0.01 -0.01
H -0.536834 -3.391936 4.850475 0.01 -0.01 -0.01
H -1.000736 -3.453721 3.173903 0.02 -0.02 0.00
H 1.720187 -2.810876 5.502923 0.01 0.01 0.00
H 3.337514 -0.948572 5.393201 0.00 0.00 0.00
H 3.316444 0.555624 3.424119 0.00 0.00 0.01
H 1.549357 1.488041 1.686208 0.03 0.01 0.00
H 0.956107 0.268907 0.603783 0.06 0.12 -0.28
H 3.904241 0.861687 1.116496 0.00 0.01 0.00
H 2.963114 1.281064 -0.326405 0.02 -0.02 0.01
H 3.318702 -0.415153 0.055335 0.00 0.00 -0.01
H 0.276888 -3.841496 1.361127 0.00 0.01 -0.05
H -1.541075 -5.407342 -0.299878 0.00 0.00 0.01
H -3.627953 -4.622360 -1.835130 0.01 -0.02 0.00
H -3.694603 -1.912504 -1.671351 -0.02 -0.03 0.00
C 3.403651 3.780122 -3.720435 -0.02 0.04 -0.05
N 2.130692 3.177463 -3.354949 -0.04 0.07 0.03
C 2.112471 1.733392 -3.485747 0.02 -0.03 0.00
C 1.294712 3.793225 -2.463282 0.08 0.02 0.06
S 0.451633 2.956397 -1.293243 -0.01 -0.07 0.07
N 1.194845 5.147829 -2.602099 0.08 -0.01 0.01
C 0.544683 5.929792 -1.568735 -0.04 0.01 0.00
C 1.212461 5.780771 -3.912374 0.00 -0.01 -0.02
H 4.220179 3.169251 -3.323388 -0.01 -0.01 0.00
H 3.491251 4.777059 -3.299992 0.00 0.01 0.01
H 3.520804 3.841550 -4.805275 0.00 0.00 0.00
H 2.474990 1.472875 -4.481930 0.01 0.01 0.01
H 1.101282 1.361418 -3.362981 -0.01 0.01 0.00
H 2.753190 1.248088 -2.741107 -0.03 0.01 0.00
H 0.829758 5.560200 -0.588280 0.00 0.01 0.00
H -0.545375 5.874826 -1.648658 0.00 0.00 0.01
H 0.860650 6.968347 -1.675276 0.00 0.00 -0.01
H 1.283717 5.026320 -4.690656 0.01 -0.01 -0.02
H 2.043351 6.483035 -4.020418 -0.01 0.00 0.01
H 0.279420 6.331845 -4.051898 0.00 -0.01 -0.02
```
Positions in Å, forces in eV/Å.

- HOMO (spin up / spin down) (eV) = -7.0 / -5.0
- multiplicity = 2
- energy (eV) = -92838.1667
- Kohn-Sham gap (spin up / spin down) (eV) = 7.443 / 5.326